Formula: C18H14BrNO5
Source: OMol25
Level of theory: ωB97M-V/def2-TZVPD

Structure (XYZ):
```
39
Properties=species:S:1:pos:R:3:mulliken_charge:R:1
O -1.946 -3.232 -1.328 -0.633
C -2.250 -2.201 -0.792 0.858
C -3.078 -1.099 -1.452 -1.165
N -3.019 0.183 -0.808 -0.028
C -3.866 0.369 0.350 -0.239
C -4.006 1.840 0.725 0.257
O -5.012 2.297 1.191 -0.591
O -2.927 2.600 0.557 -0.419
C -1.806 2.112 -0.093 0.523
C -0.672 2.903 -0.062 -0.628
C 0.447 2.534 -0.788 -0.639
C 0.413 1.374 -1.540 -0.950
C -0.705 0.559 -1.542 -0.663
C -1.840 0.908 -0.811 1.040
O -1.935 -1.878 0.463 -0.173
C -1.223 -2.818 1.260 -0.763
C 0.128 -2.239 1.681 0.306
O 0.417 -2.138 2.847 -0.568
C 1.035 -1.800 0.595 0.664
C 1.090 -2.424 -0.650 -0.333
C 2.012 -2.003 -1.593 -0.782
C 2.869 -0.951 -1.321 -0.364
C 2.797 -0.325 -0.085 -0.160
Br 3.941 1.146 0.282 -0.130
C 1.903 -0.746 0.878 -0.399
H -2.763 -1.013 -2.496 0.432
H -4.119 -1.441 -1.456 0.430
H -4.866 -0.018 0.141 0.458
H -3.473 -0.152 1.240 0.147
H -0.696 3.813 0.515 0.475
H 1.329 3.153 -0.774 0.452
H 1.266 1.092 -2.139 0.601
H -0.689 -0.351 -2.121 0.277
H -1.818 -3.006 2.159 0.377
H -1.092 -3.751 0.700 0.463
H 0.440 -3.252 -0.886 0.443
H 2.063 -2.498 -2.550 0.420
H 3.587 -0.620 -2.055 0.470
H 1.859 -0.271 1.846 0.533
```

Properties
SMILES: O=C(CN1CC(=O)Oc2ccccc21)OCC(=O)c1cccc(Br)c1
Multiplicity: 1
Energy above the lowest of the compared OMol25 structures with the same formula, charge and spin (eV): 0.000
Total energy (eV): -100663.6685
Highest occupied orbital energy (eV): -8.4

Formula: C21H13Cl3FN7O9ReS
Source: OMol25
Level of theory: ωB97M-V/def2-TZVPD

Structure (XYZ):
```
56
Properties=species:S:1:pos:R:3:mulliken_spin:R:1
Re 0.083 0.053 0.160 0.780
S 2.313 0.207 0.438 0.007
C 2.421 1.953 0.290 -0.092
N 3.626 2.500 0.249 0.230
N 3.772 3.727 -0.184 0.239
C 3.006 4.477 -1.116 -0.044
C 2.321 3.869 -2.165 0.037
C 1.652 4.663 -3.079 -0.021
C 1.667 6.049 -2.963 0.034
C 2.370 6.643 -1.928 -0.019
C 3.044 5.860 -1.002 0.034
N 1.313 2.697 0.253 0.128
N 0.198 2.036 0.320 -0.298
C -0.941 2.906 0.384 -0.005
C -2.062 2.525 1.110 -0.032
C -3.157 3.372 1.163 0.020
C -3.141 4.579 0.480 -0.037
C -2.021 4.947 -0.251 0.022
C -0.913 4.120 -0.299 -0.018
H 4.684 4.100 0.022 -0.013
H 2.304 2.794 -2.272 0.015
H 1.115 4.192 -3.892 -0.001
H 1.135 6.659 -3.680 0.002
H 2.393 7.720 -1.830 -0.001
H 3.580 6.320 -0.181 -0.001
H -2.088 1.583 1.634 -0.002
H -4.027 3.082 1.736 0.001
H -4.005 5.229 0.510 -0.002
H -2.010 5.883 -0.793 0.000
H -0.037 4.396 -0.868 -0.024
O -6.211 -3.409 -3.161 0.000
N -5.127 -3.799 -2.774 0.000
O -4.708 -4.935 -2.883 0.000
C -4.255 -2.816 -2.123 -0.001
C -3.024 -3.215 -1.667 -0.001
C -2.201 -2.287 -1.036 -0.011
C -2.590 -0.927 -0.835 0.009
O -1.953 -0.041 -0.176 -0.011
C -3.862 -0.596 -1.400 0.002
C -4.695 -1.503 -1.991 0.001
N -4.323 0.803 -1.358 0.000
O -3.520 1.669 -1.624 0.000
O -5.499 0.982 -1.096 0.000
N -0.934 -2.815 -0.569 0.002
O -0.058 -2.086 -0.057 -0.026
O -0.725 -3.992 -0.683 0.025
H -2.704 -4.237 -1.786 0.001
H -5.665 -1.202 -2.359 0.000
F 0.125 0.085 -1.729 0.038
Cl 0.186 0.213 5.821 0.000
C -0.655 -0.325 4.378 0.001
Cl -2.337 0.264 4.396 0.000
Cl -0.645 -2.087 4.297 0.001
C -0.014 0.307 3.116 0.010
O 0.682 1.284 3.182 0.008
O -0.371 -0.334 2.025 0.013
```

Properties
Multiplicity: 2
Energy above the lowest of the compared OMol25 structures with the same formula, charge and spin (eV): 0.490
Total energy (eV): -104087.9281
Expectation value of S²: 1.012
Highest occupied orbital energy (spin up / spin down) (eV): -8.5 / -8.7

Formula: C6H5N3O3
Source: OMol25
Level of theory: ωB97M-V/def2-TZVPD

Structure (XYZ):
```
17
Properties=species:S:1:pos:R:3:mulliken_charge:R:1
C 1.456 -1.103 0.215 -0.445
C 0.242 -1.721 0.559 -0.894
C 0.279 0.975 -0.546 -0.736
C -0.974 0.369 -0.305 -0.001
C 1.480 0.291 -0.308 0.781
C -0.954 -1.037 0.187 1.121
N -2.252 0.689 -0.501 0.769
N -3.134 -0.157 0.049 0.017
N 2.681 0.992 -0.172 -0.470
O -3.452 0.271 1.210 -0.459
O -2.629 1.723 -1.109 -0.603
O -2.077 -1.542 0.370 -0.453
H 2.396 -1.617 0.340 0.355
H 0.245 -2.730 0.856 0.435
H 0.461 2.098 -0.558 0.214
H 3.407 0.560 0.277 0.168
H 2.824 1.937 -0.563 0.202
```

Properties
Multiplicity: 1
Energy above the lowest of the compared OMol25 structures with the same formula, charge and spin (eV): 7.748
Total energy (eV): -16908.0515
Highest occupied orbital energy (spin up / spin down) (eV): -8.5 / -8.3

Formula: C15H23NO2
Source: OMol25
Level of theory: ωB97M-V/def2-TZVPD

Structure (XYZ):
```
41
Properties=species:S:1:pos:R:3:mulliken_charge:R:1
C -3.903 -0.336 -0.787 -1.488
C -2.638 -1.124 -0.456 1.633
C -2.671 -2.491 -1.138 -1.713
C -2.463 -1.313 1.056 -0.815
C -2.316 -0.004 1.835 -1.032
N -1.183 0.775 1.393 -0.075
C -1.308 1.934 0.709 0.517
O -2.378 2.458 0.483 -0.659
C 0.018 2.508 0.240 -0.811
C 0.503 1.766 -1.010 -0.012
C 1.930 2.185 -1.376 -0.938
O 2.854 1.906 -0.346 -0.466
C 3.230 0.620 -0.098 0.854
C 2.922 -0.484 -0.886 -0.243
C 3.382 -1.740 -0.524 -0.801
C 4.146 -1.916 0.614 -0.508
C 4.458 -0.816 1.399 -0.399
C 4.005 0.438 1.050 -0.511
H -3.821 0.692 -0.445 0.348
H -4.060 -0.319 -1.863 0.420
H -4.772 -0.796 -0.321 0.298
H -1.776 -0.567 -0.840 -0.404
H -1.766 -3.056 -0.921 0.405
H -3.526 -3.066 -0.789 0.358
H -2.753 -2.378 -2.216 0.419
H -3.326 -1.850 1.453 0.364
H -1.577 -1.929 1.234 0.371
H -2.202 -0.228 2.902 0.346
H -3.196 0.627 1.702 0.419
H -0.268 0.368 1.513 0.250
H -0.124 3.564 0.009 0.369
H 0.768 2.416 1.028 0.360
H -0.158 1.982 -1.850 0.426
H 0.482 0.689 -0.826 0.039
H 2.240 1.718 -2.319 0.379
H 1.978 3.270 -1.497 0.440
H 2.336 -0.383 -1.787 0.304
H 3.137 -2.588 -1.147 0.377
H 4.498 -2.899 0.887 0.392
H 5.058 -0.939 2.289 0.370
H 4.242 1.305 1.647 0.418
```

Properties
SMILES: CC(C)CCNC(=O)CCCOc1ccccc1
Multiplicity: 1
Energy above the lowest of the compared OMol25 structures with the same formula, charge and spin (eV): 0.507
Total energy (eV): -21514.0010
Highest occupied orbital energy (eV): -8.7

Formula: C27H24N5ReS
Source: OMol25
Level of theory: ωB97M-V/def2-TZVPD

Structure (XYZ):
```
58
Properties=species:S:1:pos:R:3:mulliken_spin:R:1
Re 0.155 0.582 -0.632 0.099
C -2.210 0.192 1.087 -0.007
N -1.041 1.120 1.097 0.005
C -1.476 2.555 1.079 -0.002
C -0.989 3.268 -0.156 0.002
C -1.375 4.552 -0.464 0.000
C -0.843 5.174 -1.589 0.000
C 0.075 4.494 -2.377 0.000
C 0.429 3.210 -2.017 0.003
N -0.100 2.596 -0.938 -0.009
C -0.172 0.824 2.292 -0.007
C 0.765 -0.332 1.995 -0.006
C 1.031 -1.306 2.879 0.011
C 2.011 -2.382 2.686 0.006
C 2.345 -3.003 1.394 0.012
C 1.909 -2.475 0.023 0.058
N 1.278 -0.166 0.721 0.010
C -2.724 0.057 -0.313 -0.001
C -4.050 -0.085 -0.650 0.001
C -4.389 -0.276 -1.989 -0.001
C -3.385 -0.339 -2.943 -0.001
C -2.070 -0.209 -2.536 -0.008
N -1.748 0.009 -1.249 0.004
H -2.985 0.518 1.782 0.001
H -1.839 -0.780 1.425 0.006
H -1.085 3.062 1.961 -0.001
H -2.563 2.623 1.149 0.000
H -2.084 5.070 0.169 0.000
H -1.140 6.184 -1.841 0.000
H 0.521 4.949 -3.249 0.000
H 1.154 2.639 -2.580 0.001
H -0.784 0.635 3.175 0.000
H 0.439 1.707 2.480 0.000
H 0.584 -1.241 3.864 0.000
H 2.767 -2.461 3.463 0.002
H 3.326 -3.473 1.380 0.005
H 2.487 -2.999 -0.740 -0.025
H -4.813 -0.045 0.116 0.000
H -5.426 -0.383 -2.276 0.000
H -3.608 -0.504 -3.987 0.000
H -1.246 -0.288 -3.232 0.001
S 1.383 -4.206 2.491 0.001
C -0.394 -4.206 2.436 0.004
C -1.202 -3.786 1.461 -0.002
C -0.540 -3.139 0.382 -0.020
C 0.478 -2.720 -0.101 0.014
C 2.246 -0.951 -0.056 0.017
C 3.694 -0.739 0.259 0.308
C 4.584 -0.753 -0.764 -0.101
C 4.118 -0.766 -2.100 0.378
C 2.759 -0.485 -2.351 0.001
N 1.865 -0.446 -1.395 0.217
H -0.745 -4.730 3.320 0.000
H -2.270 -3.949 1.516 0.000
H 4.002 -0.660 1.294 0.013
H 5.649 -0.710 -0.579 0.000
H 4.812 -0.824 -2.926 0.001
H 2.433 -0.201 -3.345 0.013
```

Properties
Multiplicity: 2
Energy above the lowest of the compared OMol25 structures with the same formula, charge and spin (eV): 2.891
Total charge: +3
Total energy (eV): -48773.8197
Expectation value of S²: 0.795
Highest occupied orbital energy (spin up / spin down) (eV): -16.5 / -16.5

Formula: C5H12N2O
Source: OMol25
Level of theory: ωB97M-V/def2-TZVPD

Structure (XYZ):
```
20
Properties=species:S:1:pos:R:3:mulliken_charge:R:1
C 1.717 2.331 0.916 -0.940
N 0.467 1.498 0.787 -0.398
C 0.472 0.644 -0.400 -1.030
C -0.750 -0.364 -0.486 0.744
N -0.992 -0.568 -1.896 -0.591
C -0.317 -1.701 0.075 -0.644
C -1.455 -2.312 0.852 -0.100
O -2.090 -3.268 0.528 -0.464
H 1.205 3.205 0.487 0.323
H 2.125 2.562 1.888 0.324
H 2.591 2.173 0.250 0.260
H 0.338 1.184 1.728 0.243
H 1.361 0.133 -0.515 0.477
H 0.268 1.334 -1.221 0.281
H -1.576 0.129 0.187 0.310
H -1.831 -0.992 -2.172 0.160
H -0.371 -0.161 -2.568 0.132
H 0.654 -1.599 0.590 0.312
H -0.086 -2.440 -0.803 0.228
H -1.730 -1.787 1.770 0.372
```

Properties
SMILES: CNC[C@@H](N)CC=O
Multiplicity: 1
Energy above the lowest of the compared OMol25 structures with the same formula, charge and spin (eV): 3.615
Total energy (eV): -10404.8086
Highest occupied orbital energy (eV): -8.8